Entry from OMol25: 5 unconnected molecules or ions with the total composition C31H74FN4O14P (the ωB97M-V functional and the def2-TZVPD basis).

Last column: Mulliken charge in e.
Positions of all 125 atoms, in Å:
C1 -0.341 -3.328 4.475  -0.557
O1 0.838 -2.636 4.088  -0.400
C2 0.971 -2.484 2.695  0.188
C3 2.340 -1.903 2.440  -1.098
C4 2.574 -0.570 3.175  -0.749
C5 2.721 0.627 2.220  -0.917
C6 1.652 1.692 2.351  0.876
F1 1.463 2.014 3.655  -0.367
O2 2.070 2.803 1.591  -0.258
C7 2.228 4.003 2.277  0.240
O3 1.318 4.703 2.674  -0.449
P1 -0.011 1.231 1.623  0.798
O4 -0.789 2.452 1.392  -0.713
O5 0.302 0.485 0.265  -0.429
O6 -0.748 0.232 2.597  -0.499
H1 -0.830 -3.759 3.615  0.096
H2 -0.049 -4.118 5.152  0.271
H3 -1.025 -2.655 4.976  0.259
H4 0.905 -3.457 2.207  0.450
H5 0.204 -1.842 2.265  -0.070
H6 2.508 -1.786 1.378  0.394
H7 3.065 -2.636 2.769  0.458
H8 3.513 -0.667 3.696  0.356
H9 1.819 -0.394 3.926  0.555
H10 2.760 0.328 1.182  0.546
H11 3.661 1.130 2.418  0.252
H12 3.270 4.309 2.404  0.197
H13 0.033 1.112 -0.421  0.235
H14 -1.291 0.742 3.202  0.378
C8 -1.304 -5.404 -4.293  -0.565
O7 -0.725 -4.227 -3.767  -0.391
C9 -1.619 -3.132 -3.624  -0.764
C10 -1.970 -2.867 -2.174  -0.258
N1 -2.808 -3.923 -1.620  0.144
C11 -2.963 -3.895 -0.166  -1.155
C12 -1.721 -3.979 0.714  0.353
O8 -1.070 -5.235 0.729  -0.462
C13 -0.222 -5.497 -0.372  -0.549
H15 -0.492 -6.064 -4.591  0.247
H16 -1.917 -5.933 -3.554  0.160
H17 -1.915 -5.187 -5.175  0.346
H18 -2.521 -3.283 -4.226  0.333
H19 -1.101 -2.250 -4.012  0.408
H20 -2.510 -1.917 -2.113  0.430
H21 -1.026 -2.752 -1.628  0.085
H22 -2.426 -4.821 -1.884  -0.140
H23 -3.609 -4.737 0.099  0.178
H24 -3.513 -2.986 0.098  0.488
H25 -2.057 -3.820 1.741  0.191
H26 -1.001 -3.179 0.502  0.075
H27 0.292 -4.596 -0.716  0.241
H28 -0.772 -5.946 -1.204  0.200
H29 0.526 -6.221 -0.047  0.314
C14 9.022 6.472 6.831  -0.689
O9 8.746 7.137 5.615  -0.340
C15 9.547 6.733 4.513  -0.803
C16 8.766 5.903 3.515  -0.158
N2 8.431 4.587 4.044  -0.295
C17 7.454 3.832 3.264  -1.149
C18 6.071 4.429 3.012  -0.203
O10 5.232 4.498 4.151  -0.396
C19 5.481 5.592 5.017  -0.610
H30 8.541 7.035 7.628  0.234
H31 8.623 5.452 6.847  0.282
H32 10.097 6.438 7.030  0.332
H33 10.441 6.202 4.853  0.406
H34 9.871 7.648 4.009  0.394
H35 9.374 5.777 2.614  0.360
H36 7.875 6.483 3.240  0.153
H37 8.083 4.689 4.987  0.116
H38 7.306 2.882 3.782  0.427
H39 7.904 3.595 2.294  0.426
H40 5.561 3.753 2.319  0.334
H41 6.116 5.403 2.510  0.388
H42 5.773 6.490 4.467  0.318
H43 6.244 5.348 5.758  0.145
H44 4.557 5.800 5.556  0.321
C20 -5.674 -5.210 -3.839  -0.297
O11 -6.175 -6.396 -3.253  -0.409
C21 -5.673 -6.668 -1.951  -0.054
C22 -6.710 -6.427 -0.873  -0.496
N3 -6.996 -5.009 -0.700  -0.147
C23 -8.173 -4.707 0.113  -0.721
C24 -9.535 -5.254 -0.307  -0.479
O12 -10.084 -4.667 -1.470  -0.425
C25 -9.584 -5.159 -2.698  -0.507
H45 -5.904 -5.243 -4.904  0.318
H46 -6.140 -4.313 -3.418  0.231
H47 -4.590 -5.139 -3.716  -0.016
H48 -4.763 -6.092 -1.755  -0.307
H49 -5.411 -7.730 -1.934  0.443
H50 -6.330 -6.827 0.073  0.420
H51 -7.601 -7.006 -1.147  0.253
H52 -7.112 -4.581 -1.607  0.026
H53 -8.259 -3.618 0.150  0.390
H54 -7.973 -5.041 1.137  0.379
H55 -10.235 -5.007 0.495  0.358
H56 -9.540 -6.347 -0.393  0.344
H57 -9.366 -6.229 -2.652  0.276
H58 -8.690 -4.615 -3.014  0.156
H59 -10.350 -4.994 -3.456  0.308
C26 1.985 6.402 -3.925  -0.672
O13 0.703 6.517 -4.509  -0.336
C27 0.563 5.896 -5.778  -0.797
C28 -0.268 4.630 -5.704  -0.158
N4 0.434 3.559 -5.007  -0.287
C29 -0.389 2.405 -4.650  -0.757
C30 -1.616 2.605 -3.763  -0.521
O14 -1.336 2.928 -2.415  -0.363
C31 -1.010 4.283 -2.157  -0.576
H60 2.036 7.119 -3.106  0.237
H61 2.166 5.403 -3.513  0.265
H62 2.773 6.641 -4.644  0.330
H63 1.540 5.699 -6.230  0.402
H64 0.034 6.607 -6.419  0.392
H65 -0.493 4.300 -6.723  0.357
H66 -1.216 4.894 -5.219  0.164
H67 0.851 3.930 -4.165  0.109
H68 0.268 1.697 -4.139  0.393
H69 -0.714 1.921 -5.577  0.375
H70 -2.137 1.645 -3.725  0.353
H71 -2.329 3.323 -4.186  0.333
H72 -1.574 4.965 -2.797  0.338
H73 0.061 4.465 -2.275  0.111
H74 -1.262 4.486 -1.117  0.323

Computed properties:
Structure (SMILES) = COCCCC[C@@](F)(OC=O)P(=O)(O)O.COCCNCCOC.COCCNCCOC.COCCNCCOC.COCCNCCOC
Max |F| = 2.75 eV/Å

***

Entry from OMol25: a molecular structure, C36H90InN6O16P (the ωB97M-V functional and the def2-TZVPD basis).

Last column: Mulliken charge in e.
Positions of all 150 atoms, in Å:
In1 2.031 -0.154 -2.039  0.865
P1 -0.301 0.226 -0.098  -0.102
O1 -0.626 -0.865 -1.178  -1.587
O2 -1.415 0.644 0.790  -0.090
O3 0.295 1.410 -0.960  0.589
O4 0.954 -0.413 0.562  0.551
C1 -3.173 0.336 5.347  -0.182
O5 -4.389 -0.153 4.873  -0.438
C2 -4.609 0.163 3.507  -0.615
C3 -4.162 -0.952 2.571  0.371
N1 -3.921 -0.402 1.250  -0.320
C4 -3.696 -1.468 0.263  1.259
C5 -4.845 -2.419 -0.014  -1.231
O6 -4.960 -3.528 0.855  -0.385
C6 -3.840 -4.360 0.896  -0.386
H1 -2.343 0.002 4.707  -0.125
H2 -2.992 -0.079 6.339  0.370
H3 -3.105 1.428 5.425  0.356
H4 -4.154 1.126 3.241  0.182
H5 -5.680 0.346 3.387  0.318
H6 -4.971 -1.679 2.514  0.692
H7 -3.263 -1.451 2.971  -0.743
H8 -3.033 0.120 1.179  0.421
H9 -2.724 -1.965 0.423  -0.667
H10 -3.503 -0.929 -0.675  -0.214
H11 -4.628 -2.796 -1.027  0.440
H12 -5.790 -1.881 -0.010  0.396
H13 -3.018 -3.902 1.462  0.018
H14 -3.483 -4.630 -0.109  0.266
H15 -4.072 -5.288 1.421  0.349
C7 -1.136 -5.146 4.701  -1.017
O7 -0.833 -4.188 3.708  -0.059
C8 -0.960 -2.856 4.142  -1.623
C9 -0.424 -1.933 3.084  3.340
N2 1.046 -1.876 2.995  0.261
C10 1.677 -1.141 4.070  -1.207
C11 1.484 0.371 3.965  1.402
O8 2.382 1.031 4.827  -0.569
C12 2.175 2.416 4.790  -0.395
H16 -0.716 -6.090 4.359  0.251
H17 -2.220 -5.267 4.833  0.323
H18 -0.733 -4.828 5.670  0.352
H19 -0.427 -2.691 5.092  0.446
H20 -2.006 -2.624 4.389  0.654
H21 -0.890 -0.936 3.166  -2.284
H22 -0.820 -2.234 2.108  -0.558
H23 1.096 -1.311 2.138  -0.973
H24 2.748 -1.348 4.191  0.418
H25 1.302 -1.437 5.057  0.286
H26 0.443 0.597 4.235  0.149
H27 1.652 0.731 2.940  -0.494
H28 2.140 2.827 3.767  -0.034
H29 2.966 2.979 5.281  0.381
H30 1.200 2.651 5.234  0.243
C13 4.531 -2.584 -1.034  -0.984
O9 4.184 -1.264 -0.694  -0.238
C14 4.205 -0.982 0.697  -0.056
C15 4.229 0.520 0.875  -1.264
N3 3.052 1.101 0.246  2.237
C16 3.068 2.552 0.072  0.457
C17 4.133 2.964 -0.916  -1.693
O10 3.986 2.216 -2.109  0.208
C18 4.754 2.743 -3.144  -0.913
H31 4.192 -2.812 -2.048  0.201
H32 4.015 -3.352 -0.464  0.415
H33 5.620 -2.668 -1.109  0.397
H34 5.072 -1.473 1.153  0.645
H35 3.324 -1.351 1.242  -0.049
H36 5.160 0.935 0.495  0.479
H37 4.117 0.774 1.941  0.359
H38 2.184 0.772 0.696  -1.686
H39 3.104 3.085 1.032  0.450
H40 2.089 2.786 -0.349  -0.355
H41 5.135 2.737 -0.541  0.512
H42 3.966 4.032 -1.094  0.578
H43 4.656 2.093 -4.013  0.146
H44 5.825 2.836 -2.929  0.338
H45 4.395 3.725 -3.482  0.296
C19 2.642 1.767 -5.693  -1.022
O11 2.273 1.740 -4.336  0.189
C20 1.300 2.688 -3.956  -0.558
C21 -0.111 2.262 -4.286  -0.169
N4 -0.473 1.055 -3.529  0.532
C22 -1.769 0.562 -3.979  -0.945
C23 -2.974 1.420 -3.586  -0.239
O12 -3.148 2.513 -4.457  -0.400
C24 -4.082 3.436 -3.963  -0.621
H46 3.436 1.041 -5.849  0.309
H47 2.989 2.748 -6.035  0.308
H48 1.777 1.481 -6.301  0.298
H49 1.516 3.645 -4.466  0.599
H50 1.458 3.011 -2.922  -0.386
H51 -0.181 2.123 -5.364  0.577
H52 -0.763 3.074 -3.947  0.162
H53 -0.572 1.296 -2.539  -0.634
H54 -1.987 -0.364 -3.438  0.263
H55 -1.800 0.341 -5.047  0.598
H56 -2.767 1.774 -2.561  -0.039
H57 -3.872 0.790 -3.563  0.631
H58 -3.842 3.651 -2.912  0.188
H59 -5.116 3.071 -3.939  0.321
H60 -3.995 4.360 -4.524  0.244
C25 -1.603 2.472 3.465  -0.485
O13 -0.630 3.463 3.298  -0.535
C26 0.023 3.367 2.040  0.304
C27 -0.824 3.980 0.941  -0.642
N5 0.013 4.155 -0.257  -0.027
C28 -0.742 4.614 -1.435  0.891
C29 -1.594 5.862 -1.240  -0.726
O14 -2.102 6.315 -2.465  -0.335
C30 -1.234 7.044 -3.301  -0.737
H61 -2.146 2.590 4.405  0.046
H62 -1.182 1.458 3.511  -0.003
H63 -2.368 2.471 2.682  0.296
H64 0.318 2.330 1.832  -0.489
H65 0.938 3.952 2.163  0.388
H66 -1.222 4.930 1.312  0.535
H67 -1.699 3.345 0.723  0.277
H68 0.113 3.158 -0.510  -0.905
H69 -1.469 3.807 -1.641  -0.343
H70 -0.099 4.760 -2.302  0.071
H71 -1.139 6.641 -0.613  0.335
H72 -2.477 5.579 -0.659  0.249
H73 -1.497 8.105 -3.292  0.267
H74 -1.399 6.696 -4.325  0.233
H75 -0.182 6.875 -3.056  0.342
C31 -0.683 -6.249 0.734  -0.440
O15 0.205 -5.447 0.018  -0.422
C32 0.164 -4.098 0.457  -0.800
C33 1.279 -3.319 -0.212  -0.281
N6 0.957 -2.796 -1.547  1.126
C34 0.672 -3.823 -2.539  -0.956
C35 1.715 -4.890 -2.732  -0.771
O16 2.941 -4.277 -3.087  -0.009
C36 3.890 -5.186 -3.565  -0.957
H76 -0.616 -6.134 1.821  0.068
H77 -0.563 -7.311 0.512  0.373
H78 -1.724 -6.045 0.440  0.137
H79 0.290 -4.096 1.545  0.774
H80 -0.802 -3.610 0.249  0.283
H81 2.148 -3.982 -0.245  0.515
H82 1.638 -2.506 0.413  -0.456
H83 0.127 -2.184 -1.361  -0.248
H84 0.400 -3.331 -3.474  0.628
H85 -0.245 -4.361 -2.254  0.342
H86 1.367 -5.549 -3.537  0.441
H87 1.856 -5.496 -1.833  0.355
H88 4.802 -4.638 -3.794  0.243
H89 3.580 -5.769 -4.439  0.361
H90 4.140 -5.923 -2.786  0.351

Computed properties:
Max |F| = 4.01 eV/Å

***

Entry from OMol25: a molecular structure, C25H46BNP2Yb (the ωB97M-V functional and the def2-TZVPD basis).

Last column: Mulliken charge in e.
Positions of all 76 atoms, in Å:
Yb1 -0.901 0.786 0.665  0.587
C1 0.381 0.252 2.488  0.668
C2 1.264 0.621 1.452  0.735
C3 -0.088 2.423 1.874  0.562
C4 -0.453 1.364 2.756  -0.047
C5 0.971 1.946 1.048  0.617
C6 0.309 -1.064 3.177  -1.346
H1 1.098 -1.727 2.814  0.354
H2 -0.654 -1.583 3.054  0.064
H3 0.476 -0.912 4.256  0.378
C7 -1.757 1.224 3.445  -1.120
H4 -1.617 0.716 4.410  0.352
H5 -2.490 0.600 2.881  0.223
H6 -2.219 2.201 3.622  0.352
C8 -1.025 3.513 1.546  -1.348
H7 -1.347 3.976 2.483  0.421
H8 -1.947 3.160 1.034  0.376
H9 -0.569 4.278 0.912  0.372
C9 1.485 2.529 -0.220  -1.306
H10 2.317 3.215 -0.003  0.367
H11 0.720 3.083 -0.788  0.427
H12 1.900 1.751 -0.879  0.268
C10 2.398 -0.198 0.955  -0.983
H13 3.351 0.265 1.269  0.293
H14 2.424 -0.290 -0.140  -0.093
H15 2.365 -1.207 1.377  0.441
C11 -0.409 -2.936 -1.855  -0.350
C12 0.660 -3.340 -1.157  -1.108
C13 2.105 -3.104 -1.452  -0.473
C14 2.449 -2.456 -2.809  -1.099
C15 2.183 -0.988 -2.865  -0.618
C16 1.051 -0.287 -2.997  -0.165
C17 -0.349 -0.783 -3.151  0.481
C18 -0.460 -2.319 -3.212  0.003
H16 2.599 -4.085 -1.390  0.541
H17 2.003 -3.051 -3.609  0.280
H18 2.534 -2.486 -0.643  0.064
H19 0.330 -2.719 -3.839  -0.087
H20 -1.393 -2.946 -1.375  0.512
H21 0.497 -3.837 -0.193  0.468
H22 -1.407 -2.589 -3.707  -0.009
H23 -1.000 -0.430 -2.316  -0.206
H24 1.114 0.809 -2.948  0.734
H25 -0.814 -0.335 -4.057  -0.093
H26 3.533 -2.570 -2.956  0.525
H27 3.098 -0.392 -2.801  0.421
P1 -1.112 -0.757 -6.664  0.527
P2 -0.945 1.940 -7.935  0.150
C19 -1.193 -0.777 -8.529  -0.871
C20 -1.616 0.594 -9.053  -0.974
H28 -1.896 -1.564 -8.836  0.456
H29 -0.200 -1.047 -8.916  0.417
H30 -1.260 0.757 -10.082  0.534
H31 -2.713 0.679 -9.053  0.432
C21 -1.703 3.311 -8.902  -1.141
H32 -1.333 4.264 -8.511  0.379
H33 -2.791 3.280 -8.771  0.350
H34 -1.467 3.244 -9.972  0.307
C22 0.751 2.002 -8.695  -1.106
H35 0.703 1.938 -9.793  0.347
H36 1.363 1.180 -8.300  0.264
H37 1.206 2.958 -8.404  0.390
C23 -2.632 -1.750 -6.342  -1.265
H38 -2.698 -2.029 -5.284  0.319
H39 -2.641 -2.650 -6.970  0.355
H40 -3.502 -1.129 -6.590  0.367
C24 0.207 -2.030 -6.538  -0.385
H41 1.108 -1.667 -7.048  0.412
H42 -0.113 -2.978 -6.987  0.421
H43 0.476 -2.195 -5.492  -0.512
B1 -2.892 -2.886 2.201  0.170
C25 -2.877 -1.702 1.214  0.271
N1 -2.773 -0.777 0.493  -0.761
H44 -4.018 -3.351 2.287  -0.072
H45 -2.531 -2.474 3.303  -0.105
H46 -2.101 -3.719 1.788  -0.116

Computed properties:
Charge = +1
Spin multiplicity = 2
Energy above the lowest of the compared OMol25 structures with the same formula, charge and spin = 0.2319 eV
Max |F| = 7.58 eV/Å

***

Entry from OMol25: a molecular structure, C3H10BFeNO4 (the ωB97M-V functional and the def2-TZVPD basis).

Last column: Mulliken charge in e.
Positions of all 20 atoms, in Å:
C1 2.616 0.240 0.120  -0.447
O1 1.727 -0.501 -0.619  -0.095
C2 0.831 -1.448 -0.027  -0.831
C3 -0.664 -0.942 0.037  0.861
N1 -0.980 -0.694 1.359  -0.442
O2 -1.139 -0.002 -1.013  -0.859
B1 -1.354 1.475 -0.686  0.758
O3 -0.496 2.360 -1.138  -0.355
O4 -2.540 1.613 -0.061  -0.459
H1 3.644 -0.053 -0.263  0.377
H2 2.580 1.282 -0.263  0.336
H3 2.554 0.106 1.199  0.407
H4 0.871 -2.314 -0.696  0.357
H5 1.168 -1.752 0.965  0.517
H6 -1.216 -1.888 -0.322  0.524
H7 -0.305 -0.202 1.935  0.246
H8 -1.923 -0.457 1.648  0.211
H9 0.085 2.180 -1.890  0.368
H10 -2.672 2.117 0.752  0.365
Fe1 -2.788 -1.121 -1.037  1.162

Computed properties:
Charge = +3
Spin multiplicity = 6
Max |F| = 1.30 eV/Å

***

Entry from OMol25: a molecular structure, C17H19IMnN3O (the ωB97M-V functional and the def2-TZVPD basis).

Last column: Mulliken charge in e.
Positions of all 42 atoms, in Å:
C1 3.609 4.142 0.503  -0.632
C2 4.760 3.216 0.136  -0.765
H1 3.302 4.751 -0.348  0.270
H2 3.866 4.804 1.334  0.311
H3 2.743 3.551 0.819  -0.030
H4 4.443 2.428 -0.550  0.230
H5 5.566 3.777 -0.344  0.289
H6 5.170 2.739 1.028  0.248
C3 -2.802 1.023 -1.330  -0.101
C4 -4.016 0.951 -2.012  -0.779
C5 -4.278 -0.146 -2.842  -0.423
C6 -3.292 -1.121 -3.009  -0.594
H7 -2.547 1.847 -0.668  0.375
H8 -4.743 1.743 -1.868  0.359
H9 -5.230 -0.242 -3.359  0.409
H10 -3.428 -1.999 -3.645  0.253
N1 -1.874 0.052 -1.455  0.167
C7 -2.074 -0.978 -2.330  0.580
C8 -0.966 -1.924 -2.400  0.369
N2 0.102 -1.597 -1.614  -0.164
C9 1.165 -2.421 -1.504  0.074
C10 0.109 -4.011 -2.974  -0.418
C11 1.198 -3.636 -2.180  -0.799
H11 1.957 -2.072 -0.844  0.356
H12 2.061 -4.282 -2.059  0.360
C12 -0.983 -3.146 -3.088  -0.631
H13 -1.866 -3.389 -3.678  0.260
H14 0.104 -4.964 -3.495  0.405
Mn1 -0.128 -0.054 -0.297  0.033
I1 0.898 2.156 -0.303  -0.216
O1 -0.501 -1.184 1.262  -0.697
N3 -0.375 -0.645 2.509  0.448
C13 -1.495 -0.255 3.168  -0.089
C14 -1.357 0.309 4.437  -0.612
C15 -0.087 0.565 4.954  -0.145
C16 1.044 0.097 4.265  -0.644
C17 0.876 -0.564 3.054  -0.044
H15 -2.462 -0.388 2.682  0.442
H16 -2.260 0.534 5.004  0.364
H17 0.034 1.118 5.884  0.385
H18 2.059 0.227 4.658  0.367
H19 1.698 -1.011 2.496  0.430

Computed properties:
Spin multiplicity = 7
Energy above the lowest of the compared OMol25 structures with the same formula, charge and spin = 0.0000 eV
Max |F| = 2.51 eV/Å

***

Entry from OMol25: C2H2S2 in the gas phase (the ωB97M-V functional and the def2-TZVPD basis).

Last column: Mulliken charge in e.
Positions of all 6 atoms, in Å:
C1 0.770 0.126 0.221  0.105
C2 -0.721 -0.109 -0.037  -0.409
S1 2.505 -0.926 0.065  -0.212
S2 0.012 1.658 0.076  0.000
H1 -1.182 -0.422 -1.047  0.243
H2 -1.384 -0.326 0.721  0.273

Computed properties:
Structure (SMILES) = S=C1CS1
Energy above the lowest of the compared OMol25 structures with the same formula, charge and spin = 2.5564 eV
Max |F| = 5.94 eV/Å

***

no.,molecular weight (g/mol),total energy (eV)
1,776.92,-79974.268
2,1008.93,-94946.759
3,606.45,-78935.193
4,190.77,-47981.609
5,463.20,-63875.363
6,90.17,-23773.058